# 1
Formula: C52H52BrFeGeN5O
Source: the Open Molecules 2025 dataset
Level of theory: wB97M-V/def2-TZVPD

The geometry in XYZ format:
```
113
Properties=species:S:1:pos:R:3
Fe 0.543 -0.263 0.293
Br -7.084 -0.633 1.416
C -5.320 -0.350 0.865
C -5.063 0.515 -0.224
C -3.781 0.705 -0.647
C -2.699 0.043 -0.001
O -1.500 0.213 -0.379
C -2.964 -0.818 1.139
C -1.923 -1.430 1.903
N -0.640 -1.308 1.725
C 0.210 -1.920 2.646
C -0.123 -3.015 3.444
C 0.717 -3.444 4.466
C 1.906 -2.805 4.720
C 2.323 -1.737 3.899
C 3.531 -1.044 4.104
C 3.865 -0.015 3.261
C 3.011 0.307 2.208
N 1.862 -0.317 1.981
C 1.496 -1.320 2.823
C -4.281 -0.999 1.533
H -5.885 1.014 -0.719
H -3.564 1.345 -1.493
H -2.258 -1.973 2.783
H -1.040 -3.557 3.254
H 0.419 -4.281 5.083
H 2.536 -3.125 5.539
H 4.179 -1.322 4.927
H 4.784 0.539 3.391
H 3.285 1.091 1.515
H -4.502 -1.647 2.372
C 0.913 6.516 2.279
C 0.742 5.268 3.157
C 2.073 4.976 3.886
C -0.344 5.534 4.201
C 0.451 4.040 2.322
C -0.533 3.108 2.653
C -0.619 1.922 1.957
N 0.213 1.590 0.965
C 1.129 2.500 0.582
C 1.249 3.723 1.222
C 2.081 2.027 -0.441
C 3.187 2.773 -0.823
C 4.197 2.231 -1.610
C 3.972 0.928 -2.070
C 2.839 0.253 -1.694
N 1.896 0.754 -0.872
C 5.484 2.961 -1.923
C 5.508 3.280 -3.429
C 5.623 4.258 -1.123
C 6.667 2.036 -1.578
H 1.119 7.375 2.916
H 0.002 6.726 1.717
H 1.744 6.425 1.579
H 2.317 5.814 4.539
H 2.895 4.844 3.181
H 1.995 4.077 4.501
H -0.117 6.463 4.722
H -0.390 4.743 4.952
H -1.326 5.649 3.739
H -1.233 3.296 3.454
H -1.370 1.189 2.218
H 1.996 4.428 0.892
H 3.280 3.788 -0.472
H 4.670 0.438 -2.733
H 2.670 -0.750 -2.054
H 4.699 3.960 -3.699
H 5.413 2.374 -4.030
H 6.455 3.754 -3.683
H 4.846 4.981 -1.377
H 6.582 4.719 -1.353
H 5.598 4.068 -0.047
H 6.709 1.166 -2.233
H 6.610 1.692 -0.543
H 7.599 2.585 -1.703
C 2.639 -6.139 -0.822
C 2.112 -4.770 -0.571
C 2.973 -3.711 -0.265
C 2.474 -2.441 -0.100
N 1.164 -2.135 -0.215
C 0.331 -3.162 -0.465
C 0.756 -4.459 -0.648
H 3.408 -6.406 -0.097
H 3.114 -6.167 -1.806
H 1.854 -6.891 -0.808
H 4.037 -3.883 -0.163
H 3.144 -1.629 0.142
H -0.723 -2.924 -0.521
H 0.028 -5.233 -0.855
Ge -0.332 -0.082 -2.236
C -1.153 1.559 -2.966
C -1.459 1.471 -4.320
C -2.040 2.554 -4.965
C -2.312 3.717 -4.257
C -1.986 3.811 -2.911
C -1.417 2.725 -2.257
C -1.313 -1.740 -2.760
C -2.608 -2.080 -2.393
C -3.222 -3.189 -2.961
C -2.536 -3.961 -3.888
C -1.235 -3.637 -4.241
C -0.618 -2.530 -3.670
H 0.905 -0.284 -3.199
H -1.245 0.562 -4.873
H -2.282 2.483 -6.017
H -2.791 4.548 -4.756
H -2.178 4.726 -2.366
H -1.180 2.793 -1.200
H -3.167 -1.483 -1.686
H -4.237 -3.442 -2.684
H -3.017 -4.821 -4.335
H -0.694 -4.241 -4.957
H 0.398 -2.279 -3.953
```

Summary:
Energy relative to the best compared isomer or geometry (same formula, charge and spin) (eV): 2.455
Net charge: +3
Orbital gap (alpha / beta) (eV): 7.17 / 4.93
2S+1: 6
E_LUMO (alpha / beta) (Ha): -0.3156 / -0.3982
HOMO level (alpha / beta) (eV): -15.8 / -15.8

Atomic partial charges in e from the Mulliken method, atoms 1 to 99:
1. Fe 0.49
2. Br 0.03
3. C -0.42
4. C -0.62
5. C -0.19
6. C -1.53
7. O -0.31
8. C 0.63
9. C -0.62
10. N 0.78
11. C 0.33
12. C -0.55
13. C -1.29
14. C -0.81
15. C 0.80
16. C -0.99
17. C -1.41
18. C 0.06
19. N 0.51
20. C -0.11
21. C -0.70
22. H 0.53
23. H 0.50
24. H 0.65
25. H 0.67
26. H 0.47
27. H 0.50
28. H 0.52
29. H 0.59
30. H 0.33
31. H 0.64
32. C -1.66
33. C 1.73
34. C -1.49
35. C -2.03
36. C 0.44
37. C -1.02
38. C -1.05
39. N 1.91
40. C 0.13
41. C -0.53
42. C -0.78
43. C -0.05
44. C 0.03
45. C -1.11
46. C -1.72
47. N 1.17
48. C 1.73
49. C -1.60
50. C -1.94
51. C -1.58
52. H 0.48
53. H 0.41
54. H 0.36
55. H 0.44
56. H 0.36
57. H 0.35
58. H 0.44
59. H 0.38
60. H 0.45
61. H 0.55
62. H 0.27
63. H 0.52
64. H 0.57
65. H 0.59
66. H 0.71
67. H 0.38
68. H 0.38
69. H 0.45
70. H 0.41
71. H 0.44
72. H 0.43
73. H 0.37
74. H 0.35
75. H 0.46
76. C -1.57
77. C 0.80
78. C -1.15
79. C -0.57
80. N 1.04
81. C -0.25
82. C -1.28
83. H 0.42
84. H 0.33
85. H 0.39
86. H 0.55
87. H 0.54
88. H 0.36
89. H 0.52
90. Ge 3.65
91. C 0.09
92. C -0.92
93. C -0.74
94. C -0.71
95. C -0.88
96. C -0.33
97. C 0.66
98. C 0.15
99. C -0.86

# 2
Formula: C52H54BrF3N2O6S
Source: the Open Molecules 2025 dataset
Level of theory: wB97M-V/def2-TZVPD

The geometry in XYZ format:
```
119
Properties=species:S:1:pos:R:3
C -5.501 -0.030 1.126
C -5.772 -0.637 -0.306
O -5.681 0.292 -1.393
C -4.375 0.837 -1.549
C -3.263 -0.239 -1.832
C -3.417 -1.252 -2.955
O -4.538 -1.216 -3.781
C -2.401 -2.262 -3.182
Br -2.678 -3.553 -4.626
C -1.153 -2.382 -2.345
N -0.288 -3.424 -2.654
C 0.756 -3.382 -1.798
O 1.719 -4.397 -1.936
C 0.990 -2.394 -0.707
C 2.252 -2.536 0.202
S 1.621 -2.649 1.938
O 2.743 -2.658 2.894
O 0.860 -3.898 2.074
N 0.126 -1.388 -0.443
C -0.980 -1.381 -1.280
C -2.029 -0.337 -1.051
C -1.778 0.698 0.090
C -1.270 2.117 -0.459
O -2.146 3.190 -0.065
C -1.750 3.779 1.163
C -1.922 5.353 1.166
F -0.864 6.002 0.582
F -3.097 5.631 0.479
F -2.090 5.833 2.446
H -5.170 -0.889 1.785
H -4.718 0.769 1.163
H -6.419 0.394 1.623
H -5.147 -1.565 -0.436
H -6.844 -0.997 -0.299
H -4.084 1.553 -0.726
H -4.416 1.480 -2.482
H -4.606 -0.298 -4.112
H 1.201 -5.214 -1.779
H 2.890 -3.423 -0.044
H 2.917 -1.631 0.150
H 0.780 -1.579 2.168
H -1.080 0.298 0.881
H -2.754 0.906 0.599
H -1.313 2.068 -1.586
H -0.203 2.305 -0.169
H -0.685 3.581 1.460
H -2.405 3.402 2.006
C 6.451 2.038 0.371
C 7.319 1.197 1.059
C 6.816 0.145 1.815
C 5.444 -0.064 1.887
C 4.575 0.782 1.206
C 5.079 1.832 0.447
H 6.844 2.854 -0.224
H 8.389 1.362 1.004
H 7.493 -0.511 2.348
H 5.051 -0.887 2.476
H 3.503 0.623 1.268
H 4.402 2.490 -0.086
C -7.372 -7.174 -6.534
C -6.049 -6.775 -6.687
C -5.619 -5.571 -6.143
C -6.511 -4.763 -5.450
C -7.835 -5.157 -5.304
C -8.266 -6.363 -5.844
H -7.706 -8.116 -6.952
H -5.353 -7.405 -7.230
H -4.586 -5.262 -6.260
H -6.173 -3.825 -5.024
H -8.533 -4.524 -4.768
H -9.298 -6.671 -5.729
C 8.823 7.330 0.879
C 8.540 6.064 1.379
C 7.287 5.500 1.174
C 6.315 6.203 0.472
C 6.595 7.472 -0.021
C 7.850 8.035 0.181
H 9.803 7.767 1.033
H 9.297 5.517 1.929
H 7.067 4.512 1.561
H 5.338 5.762 0.310
H 5.835 8.023 -0.563
H 8.069 9.024 -0.205
C 3.930 -4.151 5.191
C 4.338 -2.976 5.809
C 5.020 -3.026 7.020
C 5.291 -4.253 7.614
C 4.875 -5.428 7.001
C 4.196 -5.378 5.789
H 3.406 -4.111 4.247
H 4.125 -2.019 5.346
H 5.341 -2.108 7.500
H 5.825 -4.292 8.557
H 5.081 -6.385 7.467
H 3.874 -6.295 5.309
C -0.867 9.374 -4.371
C -1.546 9.742 -3.215
C -1.569 8.887 -2.120
C -0.917 7.661 -2.181
C -0.245 7.290 -3.339
C -0.219 8.146 -4.434
H -0.843 10.043 -5.222
H -2.057 10.696 -3.168
H -2.097 9.176 -1.218
H -0.933 6.996 -1.326
H 0.259 6.331 -3.390
H 0.307 7.857 -5.337
C -2.438 -4.632 1.802
C -1.581 -5.482 2.491
C -2.099 -6.529 3.244
C -3.474 -6.724 3.311
C -4.331 -5.869 2.629
C -3.813 -4.824 1.873
H -2.033 -3.819 1.209
H -0.510 -5.328 2.440
H -1.431 -7.194 3.779
H -3.878 -7.543 3.896
H -5.403 -6.017 2.685
H -4.481 -4.157 1.338
```

Summary:
Orbital gap (eV): 7.63
2S+1: 1
SMILES: CCOCc1c(O)c(Br)c2nc(O)c(C[SH](=O)=O)nc2c1CCOCC(F)(F)F.c1ccccc1.c1ccccc1.c1ccccc1.c1ccccc1.c1ccccc1.c1ccccc1
E_LUMO (Ha): -0.0520
HOMO level (eV): -9.0

Atomic partial charges in e from the Mulliken method, atoms 1 to 99:
1. C -0.71
2. C -0.03
3. O -0.40
4. C -1.20
5. C 0.51
6. C 0.60
7. O -0.52
8. C -0.07
9. Br -0.16
10. C 0.86
11. N -0.61
12. C 0.09
13. O -0.52
14. C 0.46
15. C -0.77
16. S 0.83
17. O -0.52
18. O -0.62
19. N -0.32
20. C -0.15
21. C 0.31
22. C -0.33
23. C -0.68
24. O -0.36
25. C -0.55
26. C 0.84
27. F -0.23
28. F -0.26
29. F -0.28
30. H 0.23
31. H 0.07
32. H 0.33
33. H 0.07
34. H 0.37
35. H 0.30
36. H 0.49
37. H 0.33
38. H 0.37
39. H 0.36
40. H 0.35
41. H 0.10
42. H 0.16
43. H -0.24
44. H 0.39
45. H 0.43
46. H 0.32
47. H 0.28
48. C -0.57
49. C -0.37
50. C -0.53
51. C -0.26
52. C -0.41
53. C -0.50
54. H 0.58
55. H 0.38
56. H 0.39
57. H 0.45
58. H 0.47
59. H 0.38
60. C -0.39
61. C -0.47
62. C -0.31
63. C -0.10
64. C -0.48
65. C -0.32
66. H 0.35
67. H 0.36
68. H 0.20
69. H 0.42
70. H 0.36
71. H 0.35
72. C -0.34
73. C -0.47
74. C -0.27
75. C -0.44
76. C -0.37
77. C -0.40
78. H 0.36
79. H 0.36
80. H 0.49
81. H 0.36
82. H 0.36
83. H 0.35
84. C -0.02
85. C -0.42
86. C -0.42
87. C -0.42
88. C -0.32
89. C -0.63
90. H 0.48
91. H 0.34
92. H 0.36
93. H 0.35
94. H 0.36
95. H 0.36
96. C -0.44
97. C -0.34
98. C -0.48
99. C 0.00

E_tot across the listed records, respectively: -225189.55755, -159091.05299 eV.